Entry P
Formula: C9H14O
Source: the Open Molecules 2025 dataset
Level of theory: ωB97M-V/def2-TZVPD

Positions of all 24 atoms, in Å:
O1 -1.849 2.306 0.290
C1 -1.340 1.015 0.342
C2 -1.308 0.296 -0.841
C3 0.683 -2.718 0.107
C4 -0.066 -1.435 0.313
C5 -0.878 0.507 1.549
C6 2.585 0.223 -1.532
C7 -0.133 -0.670 1.457
C8 -0.836 -1.013 -0.784
C9 2.001 1.151 -0.471
H1 3.665 0.294 -1.495
H2 -1.041 1.074 2.452
H3 0.451 -0.852 2.347
H4 0.968 0.866 -0.291
H5 1.921 2.164 -0.873
H6 2.589 1.135 0.427
H7 -2.614 2.358 0.875
H8 1.343 -3.018 0.928
H9 1.339 -2.631 -0.762
H10 0.049 -3.595 -0.038
H11 -1.466 0.711 -1.807
H12 2.290 -0.822 -1.501
H13 2.309 0.526 -2.543
H14 -0.901 -1.652 -1.647

Properties
LUMO: 0.9 eV
HOMO level: -8.69 eV
HOMO-LUMO gap: 9.59 eV
multiplicity: 1

***

Entry Q
Formula: C9H14O
Source: the Open Molecules 2025 dataset
Level of theory: ωB97M-V/def2-TZVPD

Positions of all 24 atoms, in Å:
O1 0.713 -1.076 -3.014
C1 1.822 2.528 1.225
C2 0.023 0.254 -1.194
C3 2.407 1.571 -1.107
C4 -3.427 -1.826 1.214
C5 2.167 0.666 -2.151
C6 -2.086 -2.411 1.674
C7 0.355 0.911 -0.036
C8 1.568 1.675 -0.028
C9 0.988 -0.059 -2.164
H1 3.363 2.079 -1.027
H2 -1.309 -1.659 1.655
H3 -0.984 -0.147 -1.278
H4 2.831 2.375 1.590
H5 2.929 0.574 -2.911
H6 1.083 2.204 1.948
H7 -4.064 -2.586 0.775
H8 1.634 3.566 0.956
H9 -3.327 -0.947 0.593
H10 -3.945 -1.423 2.093
H11 1.444 -1.250 -3.599
H12 -2.121 -2.680 2.740
H13 -0.287 1.011 0.825
H14 -1.777 -3.349 1.220

Properties
LUMO: 0.9 eV
HOMO level: -8.28 eV
HOMO-LUMO gap: 9.17 eV
multiplicity: 1

***

Bottom line: entry Q, by a margin of 0.0047 hartree.

***

Entry P
Formula: C12H16N2O
Source: the Open Molecules 2025 dataset
Level of theory: ωB97M-V/def2-TZVPD

Positions of all 31 atoms, in Å:
O1 3.509 -0.602 2.927
N1 -0.584 0.472 -3.381
N2 2.375 0.859 1.821
C1 1.345 -2.455 2.971
C2 -1.476 0.153 -1.218
C3 -0.851 1.543 0.695
C4 -2.056 -0.846 -2.058
C5 -1.593 0.407 0.106
C6 2.394 -0.270 2.475
C7 -0.132 2.421 -0.037
C8 -2.896 -1.906 -1.686
C9 -0.559 0.952 -2.074
C10 1.055 -0.998 2.671
C11 -1.498 -0.630 -3.348
C12 -0.015 2.017 -1.387
H1 0.446 -0.469 3.333
H2 -2.984 -2.569 -2.592
H3 1.998 -2.834 2.175
H4 0.632 2.662 -1.953
H5 0.649 -0.915 1.676
H6 3.272 1.370 1.802
H7 -2.028 -0.241 0.801
H8 1.990 -2.668 3.833
H9 1.765 1.149 1.080
H10 -0.093 0.810 -4.169
H11 0.460 -2.910 3.083
H12 -2.531 -2.444 -0.711
H13 -3.872 -1.563 -1.410
H14 -1.309 1.699 1.673
H15 0.297 3.213 0.507
H16 -1.616 -1.116 -4.300

Properties
LUMO: 0.7 eV
HOMO level: -7.98 eV
HOMO-LUMO gap: 8.67 eV
multiplicity: 1

***

Entry Q
Formula: C12H16N2O
Source: the Open Molecules 2025 dataset
Level of theory: ωB97M-V/def2-TZVPD

Positions of all 31 atoms, in Å:
O1 -3.596 -1.796 0.470
N1 -3.281 0.516 0.172
N2 -2.180 1.290 0.028
C1 0.911 -1.267 -0.386
C2 3.066 -0.530 0.943
C3 1.264 -0.019 -0.839
C4 -2.883 -0.828 0.212
C5 1.622 -0.256 0.593
C6 -2.059 2.760 -0.153
C7 0.873 0.441 1.767
C8 -1.139 0.564 -0.297
C9 1.413 0.590 -2.204
C10 -0.558 -1.777 -0.667
C11 0.454 -2.662 -0.037
C12 -1.499 -0.787 -0.255
H1 0.869 -3.382 -0.721
H2 -3.952 0.721 0.915
H3 3.450 -1.182 0.096
H4 0.412 -0.318 2.282
H5 1.729 0.812 2.461
H6 0.730 1.480 -2.402
H7 -1.967 3.145 0.909
H8 -3.028 3.014 -0.498
H9 -1.107 3.018 -0.747
H10 3.036 -1.000 1.819
H11 3.542 0.361 1.097
H12 -0.476 -2.157 -1.764
H13 2.536 0.939 -2.366
H14 1.297 -0.136 -2.888
H15 0.101 1.194 1.495
H16 0.420 -2.747 0.965

Properties
LUMO: -0.1 eV
HOMO level: -7.20 eV
HOMO-LUMO gap: 7.06 eV
multiplicity: 1

***

Bottom line: entry P, by a margin of 0.2966 hartree.

***

Entry P
Formula: C12H16N2O
Source: the Open Molecules 2025 dataset
Level of theory: ωB97M-V/def2-TZVPD

Positions of all 31 atoms, in Å:
O1 -2.176 -0.136 -3.141
N1 -1.133 1.211 2.550
N2 -1.292 -0.799 1.783
C1 1.157 -2.650 2.132
C2 2.687 1.331 -0.735
C3 0.154 1.449 -0.863
C4 -1.031 0.027 -2.422
C5 1.336 0.797 -1.202
C6 0.156 -0.627 -2.683
C7 1.040 -1.395 1.291
C8 1.386 -0.295 -2.035
C9 0.146 0.847 2.341
C10 0.048 -0.437 1.818
C11 -1.038 0.995 -1.403
C12 -2.006 0.263 2.184
H1 1.006 1.457 2.554
H2 2.460 1.871 0.200
H3 3.441 0.562 -0.573
H4 -3.071 0.222 2.307
H5 0.262 -3.206 2.383
H6 2.103 -1.098 -2.112
H7 -1.435 2.130 2.840
H8 -1.958 1.459 -1.075
H9 0.288 -1.317 -3.511
H10 2.036 -0.951 1.381
H11 0.094 2.200 -0.087
H12 -2.157 -1.012 -3.552
H13 2.013 -3.226 1.807
H14 0.775 -1.611 0.262
H15 3.156 2.086 -1.368
H16 1.644 -2.322 3.081

Properties
LUMO: 0.8 eV
HOMO level: -8.23 eV
HOMO-LUMO gap: 9.00 eV
multiplicity: 1

***

Entry Q
Formula: C12H16N2O
Source: the Open Molecules 2025 dataset
Level of theory: ωB97M-V/def2-TZVPD

Positions of all 31 atoms, in Å:
O1 1.656 -0.646 1.787
N1 -0.362 3.523 -1.065
N2 2.213 -1.496 3.800
C1 -2.340 2.564 -1.841
C2 -1.707 3.794 -1.630
C3 1.768 -1.550 2.510
C4 -1.399 0.106 -1.652
C5 0.988 1.404 -0.663
C6 2.205 -3.814 1.411
C7 -0.286 -0.586 -1.227
C8 -0.177 2.147 -1.115
C9 0.909 0.077 -0.782
C10 1.253 -2.919 2.066
C11 -1.393 1.515 -1.602
C12 -3.621 2.203 -2.496
H1 -0.202 -1.641 -1.047
H2 0.857 -3.398 3.077
H3 2.213 -2.276 4.377
H4 1.845 -3.964 0.348
H5 0.353 4.216 -0.695
H6 -3.464 2.485 -3.554
H7 1.872 1.789 -0.273
H8 1.731 -0.482 -0.227
H9 1.929 -0.612 4.141
H10 -4.489 2.849 -2.202
H11 -2.395 -0.348 -2.001
H12 3.201 -3.412 1.590
H13 2.284 -4.730 1.825
H14 -3.879 1.109 -2.700
H15 0.412 -2.700 1.455
H16 -1.975 4.794 -1.616

Properties
LUMO: 0.8 eV
HOMO level: -7.60 eV
HOMO-LUMO gap: 8.41 eV
multiplicity: 1

***

Entry R
Formula: C12H16N2O
Source: the Open Molecules 2025 dataset
Level of theory: ωB97M-V/def2-TZVPD

Positions of all 31 atoms, in Å:
O1 -0.537 -0.612 4.178
N1 1.131 -1.989 -1.778
N2 -0.074 -0.598 1.987
C1 2.013 0.246 -2.452
C2 -0.224 -0.211 -1.554
C3 -2.199 -1.452 -0.283
C4 -0.481 1.163 -1.483
C5 -0.348 0.037 3.159
C6 -0.034 -2.413 -1.195
C7 -0.521 2.316 1.932
C8 1.675 1.584 -2.498
C9 1.023 -0.639 -2.025
C10 -0.369 1.541 3.247
C11 0.473 2.050 -1.936
C12 -0.897 -1.377 -1.044
H1 0.528 1.841 3.790
H2 1.769 -2.635 -2.207
H3 0.351 3.116 -1.795
H4 -2.042 -2.158 0.527
H5 3.026 -0.024 -2.703
H6 -0.193 3.347 2.034
H7 -2.408 -0.480 0.162
H8 -0.203 -3.447 -0.938
H9 -1.551 2.208 1.579
H10 -0.045 -1.613 1.990
H11 -0.267 -0.140 1.109
H12 0.077 1.880 1.125
H13 -1.211 1.793 3.890
H14 2.277 2.315 -3.032
H15 -3.034 -1.803 -0.879
H16 -1.357 1.578 -1.003

Properties
LUMO: 0.7 eV
HOMO level: -8.15 eV
HOMO-LUMO gap: 8.90 eV
multiplicity: 1

***

Bottom line: entry R, by a margin of 0.0569 hartree.

***

Entry P
Formula: C32H42F2N9O5S2Ti
Source: the Open Molecules 2025 dataset
Level of theory: ωB97M-V/def2-TZVPD

Positions of all 93 atoms, in Å:
Ti1 0.010 -0.668 0.111
S1 -7.086 2.052 -0.954
S2 1.342 2.692 3.201
F1 -2.479 -1.640 0.525
F2 -1.180 -3.164 1.505
O1 -0.935 -0.471 -1.780
O2 -8.382 2.670 -0.814
O3 -5.182 2.356 3.416
O4 -6.193 2.576 -1.964
O5 -3.514 1.496 4.450
N1 1.136 -0.172 1.664
N2 0.511 0.080 2.859
N3 -1.996 -2.673 -2.852
N4 0.060 1.077 4.827
N5 -1.892 0.997 0.723
N6 0.399 1.453 -0.871
N7 -4.055 1.869 3.430
N8 2.002 -0.593 -0.734
N9 -3.794 2.119 0.973
C1 0.666 1.165 3.586
C2 3.414 0.158 2.659
C3 0.483 -4.827 -1.798
C4 2.289 -4.356 -0.333
C5 3.753 -0.868 -2.353
C6 -1.391 -3.054 -4.116
C7 2.445 -0.951 -1.944
C8 0.435 -2.729 -0.515
C9 -0.454 0.353 -2.814
C10 1.132 2.398 -0.271
C11 4.306 -0.070 -0.168
C12 -4.974 2.914 0.678
C13 2.944 -0.208 0.197
C14 -2.858 1.658 0.107
C15 1.234 2.218 -2.981
C16 1.959 3.261 -0.969
C17 -2.185 1.027 2.040
C18 -2.938 1.854 -1.362
C19 1.732 -5.163 -1.314
C20 -6.248 2.056 0.654
C21 1.644 -3.190 0.047
C22 4.711 -0.380 -1.435
C23 -3.362 1.710 2.234
C24 2.031 3.163 -2.349
C25 -6.041 -0.409 -1.617
C26 0.435 1.401 -2.206
C27 -3.438 -2.524 -2.965
C28 -7.348 0.301 -1.303
C29 2.465 -0.012 1.511
C30 -0.177 -3.663 -1.385
C31 -1.299 -1.773 1.374
C32 -1.646 -3.595 -1.758
H1 5.748 -0.278 -1.729
H2 -4.836 3.408 -0.280
H3 1.241 2.102 -4.058
H4 -7.857 -0.098 -0.424
H5 -1.989 -4.609 -2.019
H6 2.688 3.802 -2.924
H7 -2.860 0.876 -1.836
H8 -3.831 -2.175 -2.008
H9 -5.070 3.667 1.451
H10 0.100 -0.219 -3.565
H11 1.064 2.451 0.810
H12 -6.986 2.394 1.375
H13 2.111 -2.600 0.830
H14 3.231 -4.632 0.128
H15 -1.658 -1.482 2.369
H16 -6.006 1.016 0.870
H17 -1.798 -4.003 -4.497
H18 -5.535 0.104 -2.434
H19 4.038 -1.183 -3.347
H20 4.244 -0.548 2.560
H21 5.011 0.279 0.574
H22 -3.677 -1.790 -3.738
H23 -3.933 -3.473 -3.219
H24 -1.558 0.579 2.791
H25 -0.021 -5.506 -2.483
H26 3.804 1.173 2.725
H27 -0.595 0.318 4.957
H28 2.546 3.989 -0.426
H29 2.898 -0.049 3.594
H30 -3.871 2.324 -1.662
H31 -2.100 2.465 -1.701
H32 -1.336 -1.298 -2.216
H33 -2.208 -3.273 -0.882
H34 -1.570 -2.276 -4.862
H35 1.702 -1.363 -2.619
H36 -0.317 -3.173 -3.979
H37 -1.290 0.841 -3.335
H38 -5.371 -0.428 -0.755
H39 2.238 -6.058 -1.659
H40 -6.230 -1.440 -1.916
H41 -0.227 1.963 5.206
H42 -8.036 0.304 -2.147

Properties
LUMO (spin up / spin down): 1.8 / 1.8 eV
HOMO level (spin up / spin down): -2.56 / -4.18 eV
total charge: -1
HOMO-LUMO gap (spin up / spin down): 4.32 / 5.94 eV
expectation value of S²: 2.019
multiplicity: 3

***

Entry Q
Formula: C32H42F2N9O5S2Ti
Source: the Open Molecules 2025 dataset
Level of theory: ωB97M-V/def2-TZVPD

Positions of all 93 atoms, in Å:
Ti1 -0.784 0.317 0.125
S1 3.351 0.987 0.958
S2 1.805 -5.598 4.367
F1 -3.020 0.959 2.025
F2 -1.094 1.152 3.079
O1 1.104 -0.871 -0.035
O2 -3.701 -4.638 1.253
O3 -2.243 -5.549 2.724
O4 1.127 -6.140 5.520
O5 2.818 -4.586 4.566
N1 2.529 2.459 3.021
N2 -4.871 -1.274 -1.298
N3 0.600 1.891 0.133
N4 1.003 2.350 1.365
N5 -0.110 0.721 -2.045
N6 -0.888 -3.081 2.817
N7 -0.715 -2.646 -1.303
N8 -2.688 -4.555 2.029
N9 -1.253 -1.315 1.544
C1 -0.483 0.051 -3.131
C2 -1.440 -4.890 -0.877
C3 3.630 -7.598 4.350
C4 0.845 -4.287 -0.550
C5 -1.667 -3.574 -1.263
C6 -2.400 2.766 -0.922
C7 1.940 3.662 -0.885
C8 -4.335 1.595 -2.475
C9 -2.032 -3.352 2.068
C10 -3.460 0.801 -1.731
C11 -0.447 -1.848 2.438
C12 -3.613 -0.705 -1.774
C13 0.638 1.826 -2.189
C14 -2.449 1.361 -0.936
C15 -4.252 2.976 -2.437
C16 -2.270 -2.225 1.324
C17 -3.277 3.565 -1.643
C18 1.046 2.470 -0.923
C19 0.769 -1.212 3.011
C20 -0.157 -5.250 -0.521
C21 0.647 1.579 -4.565
C22 -5.387 -0.650 -0.092
C23 0.612 -4.991 3.209
C24 0.522 -2.998 -0.936
C25 1.533 -1.887 -0.933
C26 2.182 1.977 1.777
C27 -0.125 0.441 -4.411
C28 1.038 2.282 -3.438
C29 2.556 -6.955 3.485
C30 -0.250 -3.898 3.835
C31 -1.708 1.394 1.835
C32 -5.905 -1.441 -2.293
H1 1.854 4.261 -1.789
H2 -0.032 -5.809 2.886
H3 1.648 3.168 -3.526
H4 4.403 -6.873 4.601
H5 -4.940 3.583 -3.014
H6 1.750 -7.647 3.243
H7 0.945 1.916 -5.549
H8 -2.807 -1.123 -1.160
H9 -3.452 -1.084 -2.790
H10 -6.651 -2.146 -1.920
H11 -6.245 -1.227 0.258
H12 0.893 -0.221 2.585
H13 -1.773 2.487 1.779
H14 -5.704 0.391 -0.249
H15 2.514 -2.251 -0.619
H16 1.184 -4.596 2.369
H17 1.672 -1.796 2.820
H18 2.966 -6.537 2.565
H19 -5.476 -1.857 -3.207
H20 0.056 -6.258 -0.190
H21 -3.084 -2.065 0.644
H22 1.743 2.732 3.592
H23 -2.272 -5.574 -0.798
H24 0.662 -1.084 4.090
H25 3.196 -7.975 5.275
H26 -4.639 -0.649 0.699
H27 -0.450 -0.140 -5.262
H28 2.977 3.341 -0.757
H29 -3.200 4.646 -1.585
H30 1.622 -1.474 -1.945
H31 -1.653 3.273 -0.317
H32 1.890 -0.292 0.206
H33 1.860 -4.521 -0.251
H34 -5.093 1.125 -3.093
H35 -1.080 -0.833 -2.956
H36 -2.672 -3.251 -1.514
H37 3.247 1.927 3.483
H38 1.677 4.267 -0.018
H39 4.091 -8.429 3.817
H40 -6.434 -0.509 -2.556
H41 0.365 -3.237 4.445
H42 -1.013 -4.354 4.457

Properties
LUMO (spin up / spin down): 1.8 / 1.6 eV
HOMO level (spin up / spin down): -2.75 / -5.60 eV
total charge: -1
HOMO-LUMO gap (spin up / spin down): 4.53 / 7.21 eV
expectation value of S²: 2.025
multiplicity: 3

***

Bottom line: entry Q, by a margin of 0.0333 hartree.

***

Entry P
Formula: C3H10N4O
Source: the Open Molecules 2025 dataset
Level of theory: ωB97M-V/def2-TZVPD

Positions of all 18 atoms, in Å:
O1 -1.803 1.385 -0.200
N1 0.614 -0.895 -1.594
N2 0.558 1.503 -1.440
N3 -1.623 -0.911 0.064
N4 -0.354 -0.749 2.341
C1 0.223 0.245 -0.833
C2 -1.196 0.193 -0.413
C3 0.829 -0.354 1.964
H1 1.621 -1.073 1.708
H2 1.428 1.888 -1.095
H3 -2.533 -0.821 0.507
H4 -1.321 2.068 -0.698
H5 1.573 -1.171 -1.428
H6 0.593 1.423 -2.450
H7 -0.556 -1.715 2.086
H8 1.221 0.526 2.473
H9 0.727 0.130 0.386
H10 -0.002 -1.672 -1.379

Properties
LUMO: 0.7 eV
HOMO level: -9.03 eV
HOMO-LUMO gap: 9.76 eV
multiplicity: 1

***

Entry Q
Formula: C3H10N4O
Source: the Open Molecules 2025 dataset
Level of theory: ωB97M-V/def2-TZVPD

Positions of all 18 atoms, in Å:
O1 1.581 0.363 -1.972
N1 -0.544 1.097 1.450
N2 0.718 1.021 1.388
N3 -1.017 1.316 2.672
N4 1.279 0.726 0.201
C1 0.191 -2.527 -0.750
C2 0.798 0.623 -1.086
C3 -0.669 0.859 -1.291
H1 -0.794 -2.980 -0.731
H2 -0.365 1.573 3.408
H3 0.297 -1.867 0.104
H4 0.943 -3.304 -0.692
H5 2.283 0.601 0.285
H6 0.322 -1.974 -1.670
H7 -0.886 0.818 -2.358
H8 -0.951 1.835 -0.890
H9 -1.943 1.708 2.691
H10 -1.244 0.111 -0.760

Properties
LUMO: 1.0 eV
HOMO level: -8.75 eV
HOMO-LUMO gap: 9.76 eV
multiplicity: 1

***

Bottom line: entry Q, by a margin of 0.0051 hartree.

***

Entry P
Formula: C4H14N3O
Source: the Open Molecules 2025 dataset
Level of theory: ωB97M-V/def2-TZVPD

Positions of all 22 atoms, in Å:
O1 -1.047 -0.324 2.312
N1 1.650 -0.889 -0.861
N2 -0.735 -2.416 0.312
N3 0.124 1.907 0.892
C1 -0.746 -1.368 -0.543
C2 -0.168 0.749 -1.394
C3 0.258 -0.578 -1.016
C4 0.551 1.886 -0.615
H1 0.486 1.176 1.500
H2 0.448 2.767 1.300
H3 2.161 -0.369 -1.540
H4 0.343 2.842 -1.003
H5 -1.374 -0.695 3.114
H6 -1.186 0.864 -1.096
H7 1.695 1.748 -0.664
H8 -0.287 0.796 -2.567
H9 2.094 -1.823 -0.973
H10 -1.728 -1.009 -0.659
H11 -1.294 -3.257 0.245
H12 -0.562 -1.096 1.894
H13 0.183 -2.771 0.467
H14 -0.867 1.860 0.895

Properties
LUMO: -3.0 eV
HOMO level: -11.01 eV
total charge: +1
HOMO-LUMO gap: 7.98 eV
multiplicity: 1

***

Entry Q
Formula: C4H14N3O
Source: the Open Molecules 2025 dataset
Level of theory: ωB97M-V/def2-TZVPD

Positions of all 22 atoms, in Å:
O1 0.393 -1.860 1.450
N1 -1.295 -0.083 0.248
N2 0.339 2.600 -0.010
N3 -0.731 -2.478 -1.095
C1 0.372 1.822 -1.224
C2 -1.035 1.323 -1.634
C3 -0.541 -1.247 -1.683
C4 -1.054 -0.092 -1.042
H1 0.096 -2.866 -0.622
H2 -0.136 -1.200 -2.688
H3 3.705 -0.871 6.468
H4 -0.217 2.183 0.735
H5 -1.091 -3.118 -1.803
H6 3.542 -0.748 5.752
H7 -0.123 -2.046 2.244
H8 -1.210 1.388 -2.715
H9 -1.773 1.967 -1.144
H10 -0.227 -1.259 0.959
H11 -2.069 0.505 0.556
H12 1.013 0.920 -1.114
H13 0.779 2.448 -2.033
H14 1.262 2.713 0.396

Properties
LUMO: -7.9 eV
HOMO level: -13.58 eV
total charge: +1
HOMO-LUMO gap: 5.65 eV
multiplicity: 1

***

Bottom line: entry P, by a margin of 0.1497 hartree.

***

Entry P
Formula: C3H6N3
Source: the Open Molecules 2025 dataset
Level of theory: ωB97M-V/def2-TZVPD

Positions of all 12 atoms, in Å:
N1 0.703 0.806 0.051
N2 2.738 -0.450 0.010
N3 -0.822 -1.091 -0.064
C1 -0.553 0.249 -0.578
C2 1.763 0.170 0.074
C3 -1.639 0.071 0.419
H1 3.203 -1.140 0.572
H2 -1.152 -1.680 -0.802
H3 -1.565 0.241 1.405
H4 0.822 1.792 0.347
H5 -0.799 0.675 -1.634
H6 -2.699 0.357 0.201

Properties
LUMO: -3.8 eV
HOMO level: -15.05 eV
total charge: +1
HOMO-LUMO gap: 11.22 eV
multiplicity: 1

***

Entry Q
Formula: C3H6N3
Source: the Open Molecules 2025 dataset
Level of theory: ωB97M-V/def2-TZVPD

Positions of all 12 atoms, in Å:
N1 0.857 -0.397 -1.031
N2 -0.306 0.611 2.309
N3 -1.371 0.198 -1.218
C1 1.033 -0.248 0.310
C2 0.352 0.401 1.284
C3 -0.276 -0.110 -1.752
H1 1.718 -0.926 0.884
H2 -2.042 0.419 -1.829
H3 1.611 -0.815 -1.464
H4 -1.025 -0.073 2.490
H5 -0.480 1.433 2.831
H6 -0.069 -0.493 -2.813

Properties
LUMO: -4.5 eV
HOMO level: -13.98 eV
total charge: +1
HOMO-LUMO gap: 9.51 eV
multiplicity: 1

***

Bottom line: entry Q, by a margin of 0.0138 hartree.